# 1
The following is a DFT calculation (ωB97M-V/def2-TZVPD) of C18H36BN2O36S7 as an isolated structure.

ORCA input file:
```
! wB97M-V def2-TZVPD RIJCOSX def2/J DEFGRID3
* xyz 1 1
N 4.87 6.03 -0.03
H 4.49 5.05 0.09
H 4.81 6.15 -1.05
H 5.85 6.01 0.28
H 4.35 6.73 0.49
N -1.81 -2.80 -2.61
H -2.77 -2.77 -2.27
H -1.42 -3.73 -2.44
H -1.19 -2.14 -2.09
H -1.77 -2.64 -3.61
O 3.64 3.82 0.95
C 3.00 3.10 0.23
O 2.14 2.18 0.59
B 1.47 1.69 -0.65
O 1.90 2.62 -1.72
C 2.89 3.35 -1.27
O 3.51 4.19 -1.85
O 0.01 1.65 -0.61
C -0.39 0.41 -0.87
O -1.51 0.07 -1.12
C 0.83 -0.48 -1.03
O 1.88 0.29 -0.94
O 0.71 -1.67 -1.15
C 1.57 -4.78 0.54
C 2.05 -6.16 0.20
O 2.42 -6.08 -1.19
S 1.73 -4.87 -1.92
O 0.82 -5.26 -2.93
O 2.67 -3.85 -2.19
O 0.83 -4.41 -0.65
H 2.36 -4.02 0.56
H 0.93 -4.74 1.41
H 1.21 -6.86 0.20
H 2.81 -6.58 0.85
C -3.57 1.72 1.05
C -4.87 0.94 0.95
O -5.86 1.93 0.68
S -5.21 3.38 0.28
O -5.33 4.21 1.42
O -5.80 3.76 -0.94
O -3.74 2.78 0.11
H -2.68 1.16 0.77
H -3.37 2.12 2.04
H -5.22 0.50 1.88
H -4.80 0.17 0.18
C 0.03 2.24 4.17
C 1.26 1.82 4.97
O 1.17 0.39 5.10
S -0.23 -0.25 4.64
O -1.11 -0.35 5.74
O -0.05 -1.40 3.85
O -0.52 1.04 3.69
H 0.37 2.89 3.37
H -0.69 2.79 4.77
H 1.37 2.18 5.99
H 2.17 1.99 4.40
C 1.61 -1.87 -4.40
C 0.87 -2.04 -5.75
O 0.12 -0.81 -5.93
S 0.21 0.10 -4.64
O -0.92 -0.31 -3.84
O 0.28 1.48 -4.92
O 1.61 -0.45 -4.15
H 2.58 -2.34 -4.35
H 0.98 -2.31 -3.63
H 0.10 -2.80 -5.70
H 1.57 -2.22 -6.57
C -2.28 2.88 -3.19
C -0.98 3.66 -3.01
O -1.41 5.06 -2.88
S -2.91 5.23 -3.39
O -2.96 5.23 -4.80
O -3.56 6.22 -2.64
O -3.33 3.78 -2.85
H -2.27 2.00 -2.55
H -2.43 2.61 -4.24
H -0.20 3.72 -3.77
H -0.45 3.52 -2.07
C 4.16 -0.89 2.19
C 2.79 -1.45 2.47
O 2.99 -2.28 3.61
S 4.46 -2.96 3.51
O 4.30 -4.29 3.06
O 5.19 -2.71 4.67
O 5.00 -2.04 2.32
H 4.40 -0.19 3.00
H 4.25 -0.37 1.24
H 2.31 -1.96 1.64
H 2.22 -0.61 2.86
C -3.43 -1.56 3.31
C -4.42 -2.55 2.71
O -3.55 -3.57 2.24
S -2.24 -2.93 1.56
O -2.42 -2.82 0.17
O -1.10 -3.54 2.11
O -2.52 -1.48 2.21
H -2.87 -1.93 4.17
H -3.98 -0.65 3.54
H -4.93 -2.09 1.86
H -5.09 -2.91 3.49
*
```

Output
Frontier orbital gap, eV: 9.245
Highest occupied orbital energy, eV: -12.1954
Lowest unoccupied orbital energy, eV: -2.95

# 2
The following is a DFT calculation (ωB97M-V/def2-TZVPD) of a 3-piece molecular cluster, C18H36BNO7 overall.

ORCA input file:
```
! wB97M-V def2-TZVPD RIJCOSX def2/J DEFGRID3
* xyz 0 1
C -0.28 -2.26 -0.57
C 0.09 -2.08 -2.13
C 1.17 -0.92 -2.45
C 0.92 0.46 -1.67
C -0.33 1.33 -2.29
C -1.41 1.48 -1.09
C -2.59 2.52 -1.40
C -3.89 1.88 -2.10
C -4.55 0.64 -1.32
B -5.15 -0.37 -2.48
N -6.57 -0.88 -2.48
C -6.61 -1.81 -1.56
O -6.78 -2.88 -0.94
H -0.09 -3.38 -0.29
H -1.41 -2.09 -0.45
H 0.36 -1.64 0.16
H -0.89 -1.98 -2.74
H 0.56 -3.08 -2.47
H 1.10 -0.67 -3.58
H 2.21 -1.38 -2.29
H 1.88 1.11 -1.78
H 0.75 0.35 -0.54
H -0.74 0.80 -3.22
H 0.07 2.39 -2.49
H -0.80 1.87 -0.18
H -1.75 0.41 -0.83
H -2.15 3.28 -2.17
H -2.90 3.17 -0.49
H -4.70 2.72 -2.13
H -3.73 1.57 -3.21
H -3.85 0.09 -0.60
H -5.43 1.05 -0.67
H -4.45 -0.69 -3.40
C 6.29 5.43 -0.59
C 5.31 4.77 -1.54
O 4.27 4.09 -0.82
C 3.30 4.88 -0.31
O 3.23 6.08 -0.42
O 2.44 4.10 0.36
C 1.41 4.82 1.03
H 6.68 4.69 0.12
H 7.13 5.86 -1.14
H 5.82 6.22 -0.01
H 5.82 4.02 -2.14
H 4.88 5.50 -2.24
H 0.88 5.49 0.34
H 1.83 5.38 1.87
H 0.69 4.10 1.42
C -1.58 -4.80 5.58
C -1.70 -4.94 4.07
O -0.54 -4.42 3.41
C 0.54 -5.22 3.43
O 0.61 -6.31 3.93
O 1.54 -4.57 2.80
C 2.79 -5.27 2.83
H -1.37 -3.76 5.85
H -2.50 -5.11 6.07
H -0.76 -5.40 5.97
H -2.55 -4.36 3.72
H -1.88 -5.98 3.78
H 2.68 -6.29 2.45
H 3.19 -5.27 3.85
H 3.49 -4.73 2.19
*
```

Output
Frontier orbital gap, eV: 10.342
Highest occupied orbital energy, eV: -10.2045
SMILES string: CCCCCCCCCBN=C=O.CCOC(=O)OC.CCOC(=O)OC
Lowest unoccupied orbital energy, eV: 0.14

# 3
The following is a DFT calculation (ωB97M-V/def2-TZVPD) of a 9-piece molecular cluster, C18H36Cl18 overall.

ORCA input file:
```
! wB97M-V def2-TZVPD RIJCOSX def2/J DEFGRID3
* xyz 0 1
Cl -4.71 -2.74 -2.54
C -3.25 -3.05 -3.36
C -2.66 -1.88 -4.09
Cl -0.96 -2.37 -4.51
H -3.56 -3.80 -4.09
H -2.55 -3.56 -2.69
H -2.54 -0.99 -3.47
H -3.28 -1.74 -4.97
Cl 2.79 -0.80 4.48
C 3.49 -2.11 3.52
C 2.63 -2.46 2.32
Cl 2.47 -1.03 1.30
H 3.66 -2.99 4.14
H 4.47 -1.80 3.15
H 1.63 -2.79 2.58
H 3.04 -3.32 1.79
Cl 4.01 -4.02 -2.73
C 4.22 -2.29 -2.99
C 3.12 -1.45 -2.34
Cl 3.43 0.23 -2.59
H 4.00 -2.06 -4.03
H 5.26 -2.05 -2.74
H 3.05 -1.57 -1.26
H 2.10 -1.66 -2.65
Cl -4.02 2.77 1.36
C -5.03 2.45 -0.07
C -4.62 1.37 -1.01
Cl -5.65 0.98 -2.47
H -4.95 3.35 -0.67
H -6.04 2.37 0.33
H -4.52 0.39 -0.55
H -3.63 1.64 -1.40
Cl -0.25 -2.58 4.36
C -1.50 -2.82 3.11
C -2.64 -1.92 3.41
Cl -2.17 -0.18 3.31
H -1.79 -3.87 3.08
H -1.13 -2.53 2.13
H -3.13 -1.99 4.39
H -3.42 -2.10 2.67
Cl -1.21 1.63 -4.07
C -2.45 2.31 -5.20
C -3.33 3.26 -4.47
Cl -4.41 4.06 -5.61
H -2.98 1.49 -5.68
H -1.95 2.75 -6.06
H -2.75 3.99 -3.91
H -4.02 2.70 -3.83
Cl -1.94 -0.45 -0.76
C -0.86 0.71 0.17
C 0.34 1.19 -0.63
Cl 1.36 2.33 0.28
H -0.55 0.23 1.10
H -1.40 1.59 0.53
H -0.02 1.55 -1.59
H 0.94 0.32 -0.89
Cl 1.98 2.70 4.25
C 0.47 1.85 4.24
C 0.24 1.12 5.52
Cl 0.18 2.39 6.78
H 0.53 1.07 3.48
H -0.30 2.51 3.83
H 1.04 0.41 5.73
H -0.69 0.56 5.54
Cl 5.39 3.68 1.41
C 5.07 1.89 1.11
C 6.44 1.33 0.64
Cl 6.30 -0.39 0.21
H 4.24 1.84 0.40
H 4.82 1.30 1.99
H 7.17 1.25 1.44
H 7.01 1.80 -0.16
*
```

Output
Frontier orbital gap, eV: 10.326
Highest occupied orbital energy, eV: -10.1704
SMILES string: ClCCCl.ClCCCl.ClCCCl.ClCCCl.ClCCCl.ClCCCl.ClCCCl.ClCCCl.ClCCCl
Lowest unoccupied orbital energy, eV: 0.16

# 4
The following is a DFT calculation (ωB97M-V/def2-TZVPD) of a 14-piece molecular cluster, C18H36Cl26F3S overall.

ORCA input file:
```
! wB97M-V def2-TZVPD RIJCOSX def2/J DEFGRID3
* xyz 1 1
C -2.95 1.40 1.80
C -1.81 1.34 2.84
C -1.23 2.75 3.05
C -0.82 0.36 2.27
S 0.75 0.31 3.16
C 1.94 -0.27 1.89
F 1.73 0.34 0.77
F 1.80 -1.52 1.69
F 3.13 0.01 2.27
H -2.61 1.12 0.81
H -3.70 0.67 2.08
H -3.43 2.35 1.78
H -2.29 0.99 3.74
H -1.14 2.92 4.10
H -0.29 2.92 2.55
H -1.90 3.51 2.70
H -0.68 0.53 1.22
H -1.22 -0.65 2.36
H 1.18 1.54 3.49
C 5.31 2.39 -0.90
Cl 4.35 3.73 -1.55
Cl 7.04 2.65 -1.10
H 5.09 2.30 0.15
H 5.02 1.49 -1.43
C 4.69 7.24 -0.86
Cl 3.70 8.56 -1.51
Cl 6.41 7.54 -1.09
H 4.49 7.15 0.20
H 4.42 6.33 -1.37
C 0.97 5.61 -1.94
Cl -0.62 5.98 -2.59
Cl 0.95 5.56 -0.16
H 1.29 4.64 -2.30
H 1.67 6.38 -2.25
C 2.40 -1.39 -2.63
Cl 3.85 -0.40 -2.94
Cl 2.03 -2.40 -4.03
H 2.58 -2.03 -1.77
H 1.55 -0.72 -2.46
C -2.10 0.20 -2.40
Cl -1.86 1.52 -1.23
Cl -0.59 -0.64 -2.78
H -2.80 -0.50 -1.96
H -2.50 0.61 -3.32
C 5.10 -2.07 3.64
Cl 5.27 -0.90 4.96
Cl 6.62 -2.89 3.29
H 4.35 -2.81 3.94
H 4.77 -1.55 2.76
C -0.49 -4.36 -1.95
Cl -1.94 -3.81 -2.79
Cl -0.73 -4.43 -0.20
H -0.23 -5.35 -2.31
H 0.31 -3.66 -2.16
C -3.67 -2.13 4.00
Cl -3.32 -0.81 5.12
Cl -2.86 -1.91 2.44
H -3.34 -3.06 4.44
H -4.74 -2.15 3.82
C 2.43 -4.73 6.25
Cl 2.52 -3.19 5.36
Cl 3.99 -5.16 6.94
H 1.71 -4.62 7.05
H 2.12 -5.51 5.57
C 2.47 0.01 -6.92
Cl 0.81 0.26 -6.37
Cl 2.57 -0.08 -8.68
H 3.08 0.84 -6.57
H 2.84 -0.92 -6.50
C -8.21 -2.26 4.95
Cl -6.74 -1.27 5.03
Cl -8.43 -3.04 3.38
H -8.15 -3.03 5.71
H -9.07 -1.62 5.14
C -6.17 -2.13 0.36
Cl -6.03 -0.97 1.70
Cl -4.63 -2.92 0.00
H -6.89 -2.88 0.64
H -6.50 -1.59 -0.52
C -0.40 -1.14 -10.28
Cl -2.06 -0.89 -9.72
Cl -0.31 -1.24 -12.04
H 0.21 -0.32 -9.94
H -0.03 -2.07 -9.86
*
```

Output
Frontier orbital gap, eV: 8.631
Highest occupied orbital energy, eV: -11.9644
Lowest unoccupied orbital energy, eV: -3.33

# 5
The following is a DFT calculation (ωB97M-V/def2-TZVPD) of C18H36Cl3F9GeN4O4P2RuS3 as an isolated structure.

ORCA input file:
```
! wB97M-V def2-TZVPD RIJCOSX def2/J DEFGRID3
* xyz 3 6
Ru 0.92 0.97 -0.17
C 4.07 2.68 0.90
C 4.05 1.40 1.74
S 2.58 0.31 1.63
C 1.72 0.72 3.17
C 1.19 2.13 3.24
S 0.10 2.52 1.84
C 0.58 4.25 1.61
C 1.87 4.52 0.81
S 3.36 4.12 1.71
H 3.60 2.57 -0.07
H 5.11 2.98 0.74
H 4.22 1.58 2.80
H 4.88 0.79 1.38
H 2.41 0.52 3.99
H 0.91 0.00 3.22
H 2.02 2.85 3.24
H 0.65 2.30 4.17
H 0.60 4.72 2.59
H -0.23 4.72 1.05
H 1.94 5.60 0.63
H 1.87 4.00 -0.16
C -3.91 -1.07 -0.27
N -2.95 -0.68 0.75
C -3.41 0.33 1.70
P -1.50 -1.44 1.07
O -0.38 -0.51 1.33
O -1.27 -2.34 -0.19
P 0.07 -2.37 -1.18
O 0.57 -0.96 -1.28
N -0.43 -2.94 -2.59
C -0.29 -4.36 -2.98
C -0.92 -2.08 -3.68
N 1.05 -3.39 -0.39
C 0.62 -4.51 0.45
C 2.46 -3.47 -0.81
N -1.79 -2.46 2.34
C -1.03 -2.44 3.58
C -3.05 -3.22 2.39
H -4.83 -1.43 0.22
H -3.51 -1.83 -0.93
H -4.17 -0.17 -0.85
H -4.38 0.03 2.10
H -3.54 1.28 1.17
H -2.70 0.47 2.51
H 0.16 -4.94 -2.18
H 0.35 -4.43 -3.86
H -1.27 -4.77 -3.21
H -1.05 -1.06 -3.34
H -1.88 -2.46 -4.04
H -0.21 -2.09 -4.51
H -0.44 -4.46 0.68
H 1.18 -4.50 1.39
H 0.82 -5.46 -0.05
H 2.66 -2.79 -1.64
H 2.69 -4.48 -1.13
H 3.11 -3.20 0.02
H -0.06 -2.00 3.42
H -0.91 -3.47 3.91
H -1.57 -1.90 4.36
H -3.48 -3.34 1.39
H -3.77 -2.72 3.04
H -2.85 -4.21 2.79
F 0.50 2.52 -4.00
C -0.66 2.23 -3.41
F -0.69 0.89 -3.22
F -1.65 2.56 -4.23
C -0.74 2.94 -2.02
O 0.34 2.57 -1.24
C -2.08 2.56 -1.32
F -2.27 3.25 -0.18
F -2.06 1.24 -0.94
F -3.15 2.72 -2.09
C -0.64 4.48 -2.25
F -0.86 5.17 -1.11
F 0.58 4.80 -2.66
F -1.53 4.91 -3.14
Cl 2.19 -0.29 -3.94
Ge 2.56 0.71 -2.14
Cl 4.21 -0.32 -1.20
Cl 3.33 2.67 -2.53
*
```

Output
Frontier orbital gap (spin up / spin down), eV: 7.225 / 4.449
Highest occupied orbital energy (spin up / spin down), eV: -16.3864 / -16.8493
Lowest unoccupied orbital energy (spin up / spin down), eV: -9.16 / -12.40

Number 1: maximum force 3.17 eV/A, total energy -6337.65270 a.u.. Number 2: maximum force 6.98 eV/A, total energy -1313.66277 a.u.. Number 3: maximum force 2.38 eV/A, total energy -8990.89803 a.u.. Number 4: maximum force 2.45 eV/A, total energy -13369.85753 a.u.. Number 5: maximum force 1.88 eV/A, total energy -7555.17020 a.u..